5 unconnected molecules or ions with the total composition C2H14O5 in a non-equilibrium geometry, computed with wB97M-V/def2-TZVPD.

Properties
SMILES string: CCO.O.O.O.O
Multiplicity: 1
Max |F| (Eh/bohr): 0.111
Net charge: 0
E (Eh): -460.61486
Orbital gap (eV): 9.38

Geometry (Å):
1 O 17.331 13.841 -10.650
2 H 17.263 14.259 -11.508
3 H 16.590 13.235 -10.618
4 O 19.159 15.955 -12.239
5 H 18.519 15.304 -11.951
6 H 18.954 16.736 -11.726
7 O 17.120 15.643 -11.852
8 H 17.046 16.488 -12.294
9 H 16.280 15.531 -11.406
10 O 18.728 14.300 -9.200
11 H 18.731 13.911 -10.074
12 H 17.985 14.904 -9.210
13 C 17.149 12.515 -8.194
14 C 16.158 11.327 -8.083
15 O 15.110 11.491 -7.164
16 H 17.241 13.159 -7.319
17 H 16.705 13.150 -8.962
18 H 18.171 12.307 -8.510
19 H 16.657 10.415 -7.753
20 H 15.731 11.228 -9.080
21 H 14.367 11.850 -7.654

How positive or negative is each atom? The Löwdin charges in e answer that: -0.124, 0.003, 0.079, -0.062, -0.038, 0.043, -0.078, 0.120, 0.111, -0.112, 0.004, 0.040, -0.086, -0.309, -0.071, 0.088, 0.030, 0.080, 0.108, 0.100, 0.077

16 unconnected molecules or ions with the total composition C53H149N21O18 in a non-equilibrium geometry, computed with wB97M-V/def2-TZVPD.

Properties
Multiplicity: 1
Max |F| (Eh/bohr): 0.180
Net charge: 0
E (Eh): -4612.70054
Orbital gap (eV): 8.77

Geometry (Å):
1 C -1.704 4.287 -3.752
2 C -1.438 3.483 -2.457
3 C -2.645 3.455 -1.496
4 O -2.807 4.776 -0.968
5 C -3.861 4.910 -0.036
6 N -1.156 2.111 -2.747
7 H -0.807 4.252 -4.370
8 H -1.766 5.371 -3.661
9 H -2.548 3.920 -4.336
10 H -0.637 4.121 -2.084
11 H -2.511 2.769 -0.659
12 H -3.526 3.054 -1.997
13 H -3.786 5.910 0.390
14 H -3.804 4.238 0.821
15 H -4.858 4.795 -0.462
16 H -1.877 1.682 -3.309
17 H -1.134 1.553 -1.905
18 C 0.576 -0.495 -1.376
19 C -0.481 -0.859 -0.310
20 C -0.082 -0.484 1.142
21 O 1.059 -1.170 1.590
22 C 1.570 -0.720 2.822
23 N -1.708 -0.114 -0.641
24 H 1.194 0.359 -1.098
25 H 0.070 -0.483 -2.341
26 H 1.288 -1.310 -1.507
27 H -0.740 -1.915 -0.374
28 H -0.916 -0.860 1.734
29 H 0.014 0.592 1.282
30 H 1.644 0.368 2.846
31 H 2.608 -1.037 2.925
32 H 0.915 -1.064 3.622
33 H -2.473 -0.215 0.011
34 H -2.086 -0.601 -1.441
35 C -4.288 -5.255 -2.753
36 C -4.883 -3.843 -2.513
37 C -5.972 -3.980 -1.441
38 O -6.639 -2.773 -1.083
39 C -7.491 -2.119 -2.069
40 N -3.804 -2.944 -2.052
41 H -3.879 -5.698 -1.845
42 H -3.548 -5.279 -3.553
43 H -5.091 -5.835 -3.207
44 H -5.328 -3.428 -3.417
45 H -5.529 -4.370 -0.524
46 H -6.653 -4.756 -1.792
47 H -7.301 -2.183 -3.140
48 H -7.739 -1.099 -1.774
49 H -8.409 -2.705 -2.034
50 H -3.215 -3.366 -1.347
51 H -3.050 -2.829 -2.715
52 C 0.098 3.943 1.336
53 C 0.930 5.161 0.984
54 C 2.335 4.699 0.424
55 O 3.174 5.792 0.207
56 C 4.482 5.501 -0.304
57 N 0.199 6.038 0.097
58 H -0.906 4.247 1.634
59 H 0.580 3.377 2.133
60 H 0.170 3.334 0.435
61 H 1.117 5.809 1.840
62 H 2.423 4.184 -0.533
63 H 2.843 4.112 1.189
64 H 5.028 5.027 0.512
65 H 5.055 6.406 -0.502
66 H 4.479 4.833 -1.165
67 H -0.469 5.492 -0.427
68 H 0.692 6.491 -0.660
69 C 2.220 -1.305 6.406
70 C 2.280 -2.096 7.711
71 C 0.943 -2.331 8.433
72 O 0.310 -1.058 8.677
73 C -0.811 -1.193 9.494
74 N 3.061 -3.276 7.533
75 H 3.243 -1.158 6.063
76 H 1.729 -0.343 6.553
77 H 1.669 -1.899 5.677
78 H 2.953 -1.439 8.261
79 H 1.142 -2.820 9.386
80 H 0.312 -2.921 7.767
81 H -1.446 -0.311 9.416
82 H -0.618 -1.632 10.473
83 H -1.611 -1.851 9.154
84 H 2.541 -3.858 6.893
85 H 3.867 -3.004 6.988
86 C 2.286 2.645 -3.525
87 C 1.648 2.992 -4.924
88 C 2.587 2.792 -6.034
89 O 3.539 3.828 -5.986
90 C 4.413 3.904 -7.093
91 N 0.539 2.140 -5.114
92 H 3.210 3.206 -3.382
93 H 2.465 1.573 -3.442
94 H 1.500 2.840 -2.795
95 H 1.275 4.011 -4.812
96 H 2.041 2.870 -6.974
97 H 3.050 1.805 -6.024
98 H 5.044 4.786 -7.201
99 H 3.769 3.888 -7.972
100 H 5.086 3.051 -7.187
101 H 0.040 2.048 -4.241
102 H -0.112 2.375 -5.850
103 C 4.784 1.656 4.742
104 C 4.641 3.108 5.382
105 C 3.871 3.179 6.727
106 O 2.486 2.828 6.516
107 C 1.868 2.214 7.698
108 N 5.957 3.606 5.503
109 H 3.802 1.184 4.707
110 H 5.350 1.013 5.417
111 H 5.167 1.723 3.723
112 H 3.959 3.683 4.756
113 H 4.072 3.945 7.476
114 H 4.172 2.278 7.262
115 H 2.074 2.829 8.574
116 H 2.355 1.308 8.058
117 H 0.782 2.193 7.606
118 H 5.893 4.373 6.158
119 H 6.305 3.890 4.598
120 C 4.970 -0.074 0.745
121 C 5.364 -0.955 -0.370
122 C 4.165 -1.296 -1.298
123 O 4.638 -2.151 -2.293
124 C 3.671 -2.660 -3.243
125 N 6.289 -0.114 -1.070
126 H 5.725 -0.006 1.528
127 H 4.179 -0.563 1.313
128 H 4.643 0.891 0.359
129 H 5.772 -1.917 -0.059
130 H 3.728 -0.385 -1.706
131 H 3.352 -1.778 -0.754
132 H 2.816 -3.144 -2.770
133 H 4.132 -3.474 -3.802
134 H 3.406 -1.840 -3.910
135 H 5.843 0.764 -1.294
136 H 6.534 -0.486 -1.976
137 C 1.876 -4.449 0.180
138 C 0.819 -5.087 0.993
139 C 1.021 -6.574 1.325
140 O 1.237 -7.312 0.128
141 C 1.033 -8.733 0.314
142 N 0.599 -4.230 2.156
143 H 2.043 -5.017 -0.735
144 H 2.815 -4.551 0.726
145 H 1.646 -3.414 -0.074
146 H -0.124 -5.078 0.447
147 H 0.119 -6.950 1.808
148 H 1.915 -6.606 1.949
149 H 1.149 -9.081 -0.712
150 H -0.017 -8.995 0.449
151 H 1.702 -9.251 1.001
152 H 0.723 -3.285 1.823
153 H 1.358 -4.427 2.792
154 C 0.002 1.926 4.817
155 O -0.852 1.518 3.736
156 C -2.093 2.187 3.719
157 C -3.015 1.504 2.644
158 N -3.246 0.117 2.902
159 C -4.137 -0.271 3.986
160 C -3.345 -0.802 5.220
161 O -2.448 -1.861 4.831
162 C -1.358 -2.013 5.768
163 H -0.188 2.964 5.093
164 H 1.053 1.864 4.536
165 H -0.166 1.289 5.685
166 H -1.836 3.236 3.570
167 H -2.491 2.131 4.733
168 H -2.414 1.618 1.742
169 H -3.870 2.143 2.422
170 H -2.372 -0.288 3.206
171 H -4.781 -1.004 3.500
172 H -4.789 0.552 4.278
173 H -4.099 -1.200 5.899
174 H -2.843 0.078 5.621
175 H -1.638 -2.232 6.798
176 H -0.800 -1.083 5.877
177 H -0.680 -2.815 5.477
178 C -3.492 -0.221 -4.386
179 O -3.310 1.009 -5.100
180 C -2.798 0.753 -6.442
181 C -2.860 1.974 -7.354
182 N -1.835 2.994 -7.002
183 C -1.886 3.968 -8.068
184 C -0.978 5.166 -7.689
185 O -1.358 5.821 -6.474
186 C -2.756 6.123 -6.198
187 H -3.736 0.144 -3.388
188 H -2.505 -0.672 -4.285
189 H -4.300 -0.808 -4.824
190 H -3.362 -0.071 -6.879
191 H -1.730 0.543 -6.380
192 H -3.885 2.305 -7.186
193 H -2.744 1.727 -8.409
194 H -2.106 3.492 -6.166
195 H -2.886 4.325 -8.313
196 H -1.497 3.498 -8.972
197 H -1.072 5.782 -8.584
198 H 0.067 4.881 -7.565
199 H -2.686 6.719 -5.288
200 H -3.375 5.244 -6.017
201 H -3.148 6.786 -6.968
202 C -0.561 -3.963 -3.329
203 O -1.292 -3.046 -3.573
204 N 0.317 -4.426 -4.084
205 N -0.455 -4.594 -2.228
206 H 0.446 -3.866 -4.915
207 H 0.938 -5.214 -3.970
208 H 0.261 -5.304 -2.169
209 H -1.065 -4.436 -1.439
210 C 1.127 -1.425 -5.805
211 O 1.276 -2.605 -6.028
212 N 1.358 -0.409 -6.690
213 N 0.678 -0.978 -4.669
214 H 1.078 0.500 -6.348
215 H 1.940 -0.570 -7.498
216 H 0.343 -1.719 -4.070
217 H 0.520 0.013 -4.552
218 C -2.720 -3.648 0.885
219 O -2.306 -4.387 0.024
220 N -2.074 -3.393 1.941
221 N -3.764 -2.906 0.832
222 H -2.287 -2.715 2.659
223 H -1.132 -3.744 2.040
224 H -4.276 -2.986 -0.035
225 H -4.005 -2.211 1.524
226 C 4.119 -4.171 3.897
227 O 2.891 -4.271 3.935
228 N 4.902 -5.101 3.352
229 N 4.798 -3.126 4.216
230 H 5.905 -4.979 3.345
231 H 4.506 -5.977 3.043
232 H 5.800 -3.115 4.092
233 H 4.187 -2.344 4.029
234 C -5.229 0.764 -0.282
235 O -5.430 1.947 -0.062
236 N -5.542 0.262 -1.427
237 N -4.529 -0.039 0.446
238 H -5.403 -0.716 -1.637
239 H -5.856 0.927 -2.121
240 H -4.353 0.204 1.410
241 H -4.306 -0.975 0.140

Löwdin atomic charge list, values in e, 99 entries: -0.041, -0.387, -0.179, -0.191, -0.113, 0.060, 0.054, 0.082, 0.071, 0.116, 0.103, 0.125, 0.085, 0.067, 0.085, 0.064, 0.034, -0.032, -0.358, -0.182, -0.197, -0.086, 0.069, 0.086, 0.047, 0.049, 0.121, 0.098, 0.119, 0.080, 0.066, 0.084, 0.032, 0.064, -0.049, -0.376, -0.207, -0.196, -0.091, 0.055, 0.079, 0.074, 0.069, 0.127, 0.118, 0.123, 0.081, 0.078, 0.080, 0.016, 0.029, -0.047, -0.410, -0.199, -0.211, -0.087, 0.055, 0.081, 0.070, 0.079, 0.130, 0.111, 0.113, 0.077, 0.087, 0.077, 0.029, 0.073, -0.062, -0.454, -0.150, -0.188, -0.146, 0.048, 0.068, 0.056, 0.061, 0.133, 0.128, 0.112, 0.093, 0.091, 0.069, 0.068, 0.058, -0.014, -0.433, -0.232, -0.175, -0.107, 0.027, 0.072, 0.065, 0.051, 0.132, 0.120, 0.128, 0.085, 0.078

HOMO level values (in eV) by entry order: -9.60, -8.55.